Entry 1:
DFT (ωB97M-V/def2-TZVPD) results for a cluster of 2 separate species, C19H24N5O6P2S in total in a non-equilibrium geometry.

```
! wB97M-V def2-TZVPD RIJCOSX def2/J DEFGRID3
* xyz 1 1
N -3.672 -0.232 1.942
P -3.240 1.245 1.435
C -2.254 1.239 -0.228
C -0.724 0.569 -0.263
O -0.177 -0.042 0.994
C -0.722 -1.438 0.924
O -1.261 -1.913 -0.234
C -0.775 -2.475 2.205
C -0.955 -2.036 3.780
C -1.024 -3.274 4.890
C -0.943 -4.867 4.500
C -0.737 -5.316 2.913
C -0.672 -4.098 1.814
C 0.154 0.590 -1.686
P 1.950 -0.139 -1.713
N 1.885 -1.902 -2.108
O 2.680 -0.087 -0.123
C -0.607 1.251 -2.981
N 0.114 1.261 -4.310
S -1.130 2.004 -5.338
N -2.544 2.374 -4.376
C -2.124 1.880 -2.992
C -2.970 1.897 -1.568
C -4.483 2.540 -1.616
C -5.683 1.442 -1.275
C -7.055 2.176 -0.679
O -8.218 1.965 -1.342
O -7.080 2.993 0.547
H -4.730 -0.197 2.018
H -4.421 2.104 1.301
H -2.386 1.919 2.421
H -1.033 -0.904 4.066
H -1.161 -2.999 6.025
H -1.027 -5.714 5.316
H -0.662 -6.453 2.566
H -0.542 -4.399 0.666
H 2.422 -2.468 -1.404
H 2.412 -2.009 -3.017
H 2.268 -0.852 0.415
H -4.709 2.902 -2.730
H -4.556 3.474 -0.912
H -6.013 0.892 -2.264
H -5.365 0.622 -0.502
H -6.471 3.795 0.458
C 5.225 1.739 -0.881
C 6.168 0.601 -1.123
O 5.865 -0.528 -1.452
N 7.567 0.772 -1.020
C 8.075 0.613 0.359
H 4.209 1.435 -1.141
H 5.254 2.021 0.174
H 5.509 2.592 -1.503
H 7.822 1.692 -1.383
H 7.938 0.009 -1.596
H 7.567 1.329 1.010
H 9.147 0.818 0.337
H 7.894 -0.416 0.684
*
```

Computed properties:
**Kohn-Sham gap**: 6.485 eV

=====

Entry 2:
DFT (ωB97M-V/def2-TZVPD) results for an isolated molecule of C20H20N2O4.

```
! wB97M-V def2-TZVPD RIJCOSX def2/J DEFGRID3
* xyz 0 1
C 2.632 4.258 1.775
C 2.596 3.671 0.377
O 1.424 2.860 0.259
C 1.290 2.178 -0.873
O 2.093 2.179 -1.767
C 0.004 1.376 -0.877
C -1.216 2.283 -0.832
O -1.225 3.461 -1.088
N -2.357 1.600 -0.511
C -2.360 0.288 -0.029
C -3.655 -0.400 0.036
C -4.732 -0.022 -0.762
C -5.933 -0.702 -0.676
C -6.074 -1.762 0.204
C -5.002 -2.152 0.992
C -3.799 -1.478 0.908
N -1.312 -0.300 0.365
C -0.055 0.393 0.319
C 1.092 -0.582 0.223
C 2.283 -0.344 0.899
C 3.350 -1.204 0.764
C 3.251 -2.333 -0.051
O 4.361 -3.118 -0.114
C 4.328 -4.264 -0.928
C 2.058 -2.579 -0.721
C 0.995 -1.703 -0.583
H 1.737 4.847 1.953
H 3.505 4.895 1.881
H 2.680 3.465 2.517
H 3.475 3.048 0.175
H 2.553 4.458 -0.384
H -0.033 0.802 -1.811
H -3.223 2.123 -0.528
H -4.633 0.785 -1.475
H -6.762 -0.405 -1.301
H -7.015 -2.287 0.271
H -5.107 -2.983 1.673
H -2.951 -1.766 1.508
H 0.045 0.973 1.249
H 2.374 0.523 1.538
H 4.280 -1.027 1.282
H 5.312 -4.723 -0.832
H 3.565 -4.974 -0.594
H 4.151 -4.007 -1.978
H 1.944 -3.445 -1.355
H 0.068 -1.903 -1.100
*
```

Computed properties:
**SMILES**: CCOC(=O)[C@@H]1C(=O)NC(c2ccccc2)=N[C@H]1c1ccc(OC)cc1
**Kohn-Sham gap**: 8.704 eV
**Relative energy (zero: lowest compared OMol25 entry of this formula, charge and spin)**: 77.5 kJ/mol

=====

Entry 3:
DFT (ωB97M-V/def2-TZVPD) results for a structure of composition C40H34F5N5P2S2Tc.

```
! wB97M-V def2-TZVPD RIJCOSX def2/J DEFGRID3
* xyz 2 4
Tc 0.280 0.281 0.034
C 2.873 3.267 5.247
C 3.110 2.128 4.273
N 2.634 2.472 2.934
C 1.556 1.946 2.376
S 2.488 0.071 -0.025
N 0.812 1.056 2.950
N -0.159 0.574 2.098
C -1.355 0.392 2.553
C -1.732 0.585 3.979
C -2.367 0.091 1.522
C -3.698 -0.143 1.835
C -4.608 -0.346 0.807
C -4.155 -0.289 -0.496
C -2.810 -0.038 -0.731
N -1.924 0.137 0.244
H 3.280 3.006 6.222
H 1.809 3.468 5.365
H 3.366 4.182 4.919
H 2.583 1.226 4.576
H 4.170 1.882 4.191
H 3.080 3.233 2.447
H -0.847 0.646 4.605
H -2.364 -0.234 4.319
H -2.306 1.509 4.084
H -4.022 -0.163 2.864
H -5.649 -0.533 1.027
H -4.820 -0.419 -1.337
H -2.433 0.036 -1.740
N 0.450 -2.009 -1.952
P 0.339 -2.125 -0.278
C -1.103 -3.139 0.102
C -1.606 -4.061 -0.814
C -2.675 -4.871 -0.471
C -3.240 -4.779 0.793
C -2.731 -3.882 1.719
C -1.667 -3.064 1.374
C 1.755 -3.041 0.331
C 1.871 -3.236 1.705
C 2.945 -3.946 2.210
C 3.899 -4.468 1.345
C 3.784 -4.274 -0.021
C 2.712 -3.556 -0.533
P 0.475 -0.369 -2.367
C 1.940 0.036 -3.327
C 2.619 1.233 -3.125
C 3.690 1.565 -3.938
C 4.095 0.695 -4.939
C 3.419 -0.501 -5.145
C 2.332 -0.824 -4.353
C -0.857 -0.191 -3.577
C -1.821 -1.180 -3.753
C -2.829 -1.006 -4.689
C -2.887 0.159 -5.439
C -1.931 1.152 -5.261
C -0.915 0.976 -4.338
H 0.674 -2.771 -2.579
H -1.172 -4.152 -1.801
H -3.063 -5.583 -1.186
H -4.070 -5.419 1.059
H -3.156 -3.829 2.712
H -1.251 -2.392 2.111
H 1.131 -2.832 2.386
H 3.040 -4.096 3.276
H 4.736 -5.026 1.741
H 4.531 -4.676 -0.691
H 2.649 -3.381 -1.599
H 2.323 1.903 -2.328
H 4.215 2.497 -3.785
H 4.938 0.951 -5.565
H 3.733 -1.173 -5.932
H 1.789 -1.741 -4.554
H -1.791 -2.089 -3.165
H -3.564 -1.785 -4.837
H -3.673 0.292 -6.169
H -1.970 2.055 -5.852
H -0.156 1.741 -4.230
F -2.334 7.127 2.270
C -1.568 6.117 1.929
C -2.126 4.978 1.360
F -3.431 4.905 1.152
C -1.311 3.912 1.011
F -1.880 2.842 0.446
C 0.059 3.938 1.219
S 1.161 2.620 0.718
C 0.597 5.105 1.761
F 1.917 5.205 1.933
C -0.191 6.183 2.129
F 0.356 7.260 2.656
*
```

Computed properties:
**Kohn-Sham gap (spin up / spin down)**: 7.479 / 6.650 eV

=====

Entry 4:
DFT (ωB97M-V/def2-TZVPD) results for an isolated molecule of C3H5N3S in a non-equilibrium geometry.

```
! wB97M-V def2-TZVPD RIJCOSX def2/J DEFGRID3
* xyz 0 3
C 0.564 0.073 -2.051
C 0.276 -0.740 -0.903
C -0.054 1.215 0.571
N 0.730 0.880 -2.860
N -0.804 -0.973 1.231
N -0.144 -0.269 0.209
S 0.593 -2.406 -1.241
H 0.913 1.661 0.352
H -0.658 2.094 0.096
H -0.303 1.187 1.608
H -0.196 -0.750 2.004
H -0.918 -1.971 0.985
*
```

Computed properties:
**Kohn-Sham gap (spin up / spin down)**: 6.829 / 6.563 eV
**Relative energy (zero: lowest compared OMol25 entry of this formula, charge and spin)**: 27.3 kJ/mol